Here is C22H41AgO11Ti as an isolated structure from the OMol25 dataset. Energies are from ωB97M-V/def2-TZVPD.

Computed properties:
**Charge**: +3
**Highest occupied orbital energy (spin up / spin down)**: -15.065 / -16.127 eV
**Kohn-Sham gap (spin up / spin down)**: 0.24459 / 0.09292 hartree
**Expectation value of S²**: 8.760
**2S+1**: 6
**E_LUMO (spin up / spin down)**: -8.4 / -13.6 eV

Each line ends with the Mulliken spin population.
Cartesian coordinates (Å):
Ti (-3.4336, -1.5794, -0.8590)  3.052
Ag (-1.4523, -4.2288, 0.1335)  0.173
C (-0.7702, 0.4589, -0.4032)  0.132
C (-0.2154, -0.9015, -0.0448)  -0.069
O (-1.1264, -1.9644, 0.0044)  0.646
H (-0.9750, 0.6066, -1.4636)  -0.039
H (-0.0483, 1.2681, -0.2926)  0.012
H (-1.7140, 0.6371, 0.1121)  0.025
H (0.3374, -0.7147, 0.8759)  0.035
H (0.5743, -1.0549, -0.7803)  0.059
C (-2.9649, 0.1559, 3.4329)  0.002
C (-4.0892, 0.9749, 2.6654)  0.003
C (-3.5846, 2.3146, 2.0474)  0.000
O (-4.0937, 2.2254, 0.7202)  0.004
C (-4.5418, 0.9399, 0.4013)  -0.060
O (-4.7018, 0.5896, -0.7691)  -0.028
O (-4.5579, 0.2304, 1.5178)  0.029
H (-2.9769, -0.9159, 3.2350)  0.007
H (-3.1432, 0.2345, 4.5053)  0.001
H (-1.9944, 0.6318, 3.2920)  -0.002
H (-4.9214, 1.0982, 3.3585)  -0.001
H (-2.4980, 2.4009, 2.0375)  0.002
H (-3.9167, 3.1495, 2.6645)  0.000
C (-1.4438, 4.0206, -0.3587)  0.008
C (-0.4215, 5.1304, -0.8564)  0.000
C (-0.6320, 5.4962, -2.3082)  0.012
O (-0.9475, 6.8193, -2.2699)  0.051
C (-1.1231, 7.1683, -1.0470)  -0.024
O (-1.5927, 8.2710, -0.7837)  0.918
O (-0.8473, 6.2331, -0.1728)  0.029
H (-1.1029, 3.1591, -0.9330)  0.000
H (-2.4571, 4.3890, -0.5183)  -0.001
H (-1.3948, 3.7857, 0.7046)  0.000
H (0.5863, 4.7691, -0.6513)  0.000
H (-1.3715, 4.7844, -2.6750)  -0.001
H (0.1413, 5.3963, -3.0699)  0.006
C (2.8774, 0.5204, -0.2104)  0.004
C (4.2896, 0.8501, -0.5236)  0.001
O (4.6314, 1.2693, -1.6049)  0.000
C (5.2687, 0.6260, 0.5856)  0.000
H (2.6833, -0.5367, -0.3916)  0.001
H (2.2559, 1.1860, -0.8095)  -0.003
H (2.4073, 0.7766, 0.7391)  0.001
H (4.9902, 1.1924, 1.4743)  0.000
H (6.2702, 0.9009, 0.2547)  0.000
H (5.4136, -0.4249, 0.8364)  0.000
C (2.7653, -3.2415, -0.2957)  0.001
C (1.9386, -4.4891, -0.3719)  -0.003
O (0.8703, -4.5372, 0.2321)  -0.005
C (2.4033, -5.7201, -1.1572)  0.000
H (2.8641, -2.7254, -1.2507)  0.001
H (3.7708, -3.4182, 0.0861)  0.000
H (2.3005, -2.6574, 0.4986)  0.000
H (1.7991, -6.5928, -0.9095)  0.000
H (3.4854, -5.8507, -1.1687)  0.000
H (1.9873, -5.5380, -2.1481)  0.000
C (-0.1081, -2.3714, 3.5968)  0.003
C (-0.1937, -3.9197, 3.2547)  0.002
O (-0.9879, -4.3104, 2.4432)  -0.006
C (0.8779, -4.8215, 3.7661)  0.001
H (0.7820, -2.1337, 3.0143)  0.001
H (0.1682, -2.2180, 4.6400)  0.000
H (-0.9383, -1.7430, 3.2745)  0.003
H (0.9028, -4.8349, 4.8558)  0.000
H (1.8847, -4.6353, 3.3922)  0.000
H (0.5508, -5.8289, 3.5089)  0.000
C (1.3806, -0.3469, -3.9450)  -0.002
C (-0.1172, -0.6582, -4.0522)  0.002
O (-0.4761, -1.8155, -4.0158)  0.001
C (-1.0437, 0.4309, -4.2007)  0.010
H (1.7941, 0.0469, -3.0165)  0.000
H (1.6329, 0.4655, -4.6264)  0.000
H (1.9016, -1.2518, -4.2577)  0.001
H (-0.5891, 1.3534, -3.8395)  -0.004
H (-2.0746, 0.3084, -3.8685)  0.007
H (-1.2044, 0.7150, -5.2407)  0.002

=====

Here is C22H41AuClNOP3 as an isolated structure from the OMol25 dataset. Energies are from ωB97M-V/def2-TZVPD.

Computed properties:
**Charge**: +3
**Highest occupied orbital energy (spin up / spin down)**: -16.875 / -16.395 eV
**Kohn-Sham gap (spin up / spin down)**: 0.26975 / 0.11088 hartree
**Relative energy (zero: lowest compared OMol25 entry of this formula, charge and spin)**: 15.38 kcal/mol
**Expectation value of S²**: 2.043
**2S+1**: 3
**E_LUMO (spin up / spin down)**: -9.5 / -13.4 eV

Each line ends with the natural charge from an NBO analysis.
Cartesian coordinates (Å):
Au (-0.6439, -0.1137, 0.8224)  0.726
P (-2.1457, -0.4768, 2.8442)  0.957
P (-1.0557, -2.2021, -0.1723)  1.014
P (-0.0167, 2.1135, 1.2236)  1.048
H (0.3168, 0.9595, -7.5766)  0.220
C (1.0879, 1.6346, -7.1832)  -0.358
C (2.2502, 1.1720, -6.6852)  -0.390
H (2.4975, 0.0952, -6.6680)  0.215
C (-3.7376, 0.2248, 2.3246)  -0.958
C (-2.4830, -2.1904, 3.3475)  -0.966
C (-1.6965, 0.3084, 4.4197)  -0.964
C (-0.3185, -2.5851, -1.7777)  -0.953
C (-0.6026, -3.6728, 0.8129)  -0.960
C (-2.8568, -2.2083, -0.4597)  -0.961
C (1.2317, 2.6882, 0.0357)  -0.965
C (0.7144, 2.5229, 2.8352)  -0.966
C (-1.5080, 3.1297, 1.0257)  -0.960
H (0.9224, 2.7205, -7.2445)  0.205
H (3.0059, 1.8878, -6.3220)  0.192
H (-4.4559, 0.1572, 3.1504)  0.277
H (-4.1391, -0.3111, 1.4513)  0.260
H (-3.6209, 1.2765, 2.0287)  0.254
H (-3.2027, -2.1835, 4.1823)  0.284
H (-1.5475, -2.6524, 3.7018)  0.264
H (-2.8953, -2.8028, 2.5336)  0.257
H (-2.6093, 0.6652, 4.9276)  0.283
H (-0.9964, 1.1425, 4.2742)  0.248
H (-1.2060, -0.4425, 5.0588)  0.275
H (-0.5692, -3.6092, -2.0917)  0.285
H (0.7689, -2.4627, -1.6826)  0.265
H (-0.6805, -1.8878, -2.5405)  0.235
H (-1.0088, -4.5915, 0.3529)  0.280
H (-0.9673, -3.5980, 1.8450)  0.257
H (0.4939, -3.7736, 0.8420)  0.272
H (-3.2051, -3.1820, -0.8289)  0.277
H (-3.0823, -1.4493, -1.2276)  0.259
H (-3.4237, -1.9489, 0.4404)  0.244
H (1.7714, 3.5728, 0.4121)  0.280
H (0.7553, 2.9324, -0.9210)  0.247
H (1.9419, 1.8629, -0.1338)  0.263
H (1.3400, 3.4225, 2.7221)  0.282
H (1.3408, 1.6918, 3.1886)  0.268
H (-0.0656, 2.7356, 3.5775)  0.263
H (-1.2657, 4.1929, 1.1632)  0.277
H (-2.2608, 2.8248, 1.7648)  0.253
H (-1.9143, 2.9664, 0.0143)  0.259
C (1.2529, 0.5152, -2.7614)  0.387
C (-0.1255, 0.7361, -3.1695)  -0.197
C (-0.4846, 1.9785, -3.6583)  -0.192
C (0.5083, 2.9392, -3.9396)  -0.049
C (1.8724, 2.5876, -3.8892)  -0.182
C (2.2388, 1.3198, -3.4587)  -0.140
O (1.5693, -0.2438, -1.8057)  -0.230
H (-0.7461, 0.5968, -0.8137)  -0.166
H (-0.8717, -0.0369, -2.9525)  0.253
H (-1.5433, 2.2016, -3.8395)  0.274
H (0.2389, 3.9497, -4.2909)  0.266
H (2.6090, 3.3105, -4.2687)  0.287
H (3.2485, 0.9007, -3.4889)  0.277
Cl (4.1268, -3.8243, 0.8580)  0.105
C (3.3317, -2.6304, 1.7739)  -0.072
C (3.5596, -2.5597, 3.1529)  -0.151
C (2.7711, -1.6840, 3.9029)  -0.206
C (1.7329, -0.9985, 3.2437)  0.007
N (1.5423, -1.0369, 1.9304)  -0.532
C (2.3849, -1.7694, 1.1789)  -0.011
H (4.3148, -3.1929, 3.6127)  0.271
H (2.9182, -1.5406, 4.9670)  0.260
H (1.0292, -0.3828, 3.8074)  0.190
H (2.2643, -1.6911, 0.1004)  0.208

=====

Here is a 2-piece molecular cluster, C22H41BF2NO6P overall from the OMol25 dataset. Energies are from ωB97M-V/def2-TZVPD.

Computed properties:
**Charge**: -1
**Highest occupied orbital energy (spin up / spin down)**: -5.946 / -5.945 eV
**Kohn-Sham gap (spin up / spin down)**: 0.30083 / 0.28126 hartree
**Relative energy (zero: lowest compared OMol25 entry of this formula, charge and spin)**: 50.85 kcal/mol
**Expectation value of S²**: 0.754
**2S+1**: 2
**E_LUMO (spin up / spin down)**: 2.2 / 1.7 eV

Each line ends with the Mulliken spin population.
Cartesian coordinates (Å):
C (4.6759, -0.5365, 3.4108)  0.000
C (5.4303, -0.8340, 2.0470)  0.000
C (5.0747, 0.2569, 0.9856)  0.000
C (5.6732, -0.0582, -0.4326)  0.000
C (4.5869, -0.5392, -1.4501)  0.000
C (4.0342, -1.9887, -1.0822)  0.000
C (2.4713, -2.0000, -1.0123)  -0.002
C (1.8872, -1.3270, 0.3013)  0.022
C (1.2455, 0.0956, 0.0396)  -0.015
C (-0.1475, 0.1952, 0.7705)  0.009
C (-1.3915, 0.2694, -0.1763)  0.014
P (-1.6856, 2.0079, -0.9125)  0.000
C (-0.7597, 2.1353, -2.5697)  0.000
O (-1.0361, 3.1921, 0.1217)  0.000
C (-1.3274, -0.6969, -1.4223)  0.006
C (-1.8295, -2.1647, -1.1446)  0.037
C (-3.1086, -2.4238, -2.0160)  0.029
C (-0.7268, -3.1730, -1.7001)  0.005
N (-1.9852, -2.4859, 0.2861)  0.318
O (-2.2851, -3.7227, 0.4756)  0.565
C (-2.8875, -1.5651, 1.0046)  0.004
C (-4.3918, -2.0639, 1.0244)  0.018
C (-2.4264, -1.6170, 2.5380)  0.024
C (-2.7602, -0.0662, 0.5655)  -0.006
H (5.3463, 0.0874, 4.0303)  0.000
H (4.4413, -1.5129, 3.8908)  0.000
H (3.7047, -0.0576, 3.1761)  0.000
H (5.1523, -1.8657, 1.7494)  0.000
H (6.5392, -0.8300, 2.1757)  0.000
H (5.5149, 1.2104, 1.3686)  0.000
H (3.9867, 0.4453, 0.8831)  0.000
H (6.5187, -0.7828, -0.3675)  0.000
H (6.0928, 0.8979, -0.8301)  0.000
H (3.7029, 0.1350, -1.4926)  0.000
H (5.0043, -0.5923, -2.4832)  0.000
H (4.5311, -2.4124, -0.1884)  0.000
H (4.3231, -2.6415, -1.9435)  0.000
H (2.1586, -3.0709, -0.9961)  -0.001
H (2.0741, -1.4960, -1.9172)  0.000
H (2.7322, -1.2484, 1.0270)  0.001
H (1.1703, -2.0540, 0.7334)  -0.014
H (1.2177, 0.3524, -1.0382)  -0.001
H (1.9379, 0.8253, 0.5255)  -0.001
H (-0.1885, -0.6104, 1.5294)  -0.004
H (-0.1323, 1.1550, 1.3468)  0.000
H (-0.5436, 3.2031, -2.7697)  0.000
H (-1.4974, 1.8078, -3.3385)  0.000
H (0.1264, 1.4694, -2.6304)  0.000
H (-0.0711, 3.1667, 0.0777)  0.000
H (-2.0443, -0.2673, -2.1691)  -0.002
H (-0.3434, -0.7095, -1.9309)  -0.006
H (-2.8597, -2.0793, -3.0462)  0.000
H (-3.9427, -1.7665, -1.6703)  -0.002
H (-3.4670, -3.4702, -1.9915)  0.002
H (-1.2929, -4.0100, -2.1690)  0.000
H (-0.1116, -3.5651, -0.8614)  -0.002
H (-0.0960, -2.7186, -2.4878)  0.001
H (-5.0931, -1.2005, 0.9858)  0.001
H (-4.6270, -2.5984, 1.9726)  -0.004
H (-4.6189, -2.7750, 0.2075)  0.004
H (-1.8799, -0.6690, 2.7523)  -0.002
H (-3.2946, -1.6129, 3.2304)  -0.003
H (-1.7401, -2.4659, 2.7295)  0.002
H (-3.5424, 0.1083, -0.2147)  -0.002
H (-2.9371, 0.6488, 1.3956)  0.001
B (-3.8501, 6.3277, -0.8852)  0.000
O (-4.5047, 5.0123, -0.7237)  0.000
C (-4.7997, 4.8676, 0.5611)  0.000
O (-5.3436, 3.9000, 1.0302)  0.000
C (-4.3576, 6.0743, 1.3094)  0.000
O (-4.4785, 6.2605, 2.4933)  0.000
O (-3.8010, 6.9302, 0.4640)  0.000
F (-4.6063, 7.1454, -1.7572)  0.000
F (-2.5404, 6.1625, -1.3952)  0.000

=====

no.,calculated total energy (eV),strongest force on any atom (eV/A)
1,-73079.6627,4.71
2,-71068.7548,1.94
3,-52659.7000,3.43